[1]
2 unconnected molecules or ions with the total composition C4H14N3O4. Source: the OMol25 dataset; level of theory: ωB97M-V/def2-TZVPD.

Its net charge is +1.

```
25
Properties=species:S:1:pos:R:3:forces:R:3:mulliken_charge:R:1
N 3.8151 0.0207 1.6140 0.0297 -0.3107 -0.1575 -0.533
C 2.8309 -0.2244 0.6194 -0.2344 -0.1897 -0.3255 0.397
O 2.9931 -0.7331 -0.4512 0.0017 0.0711 0.4060 -0.488
O 1.6026 0.1597 1.1048 0.1776 0.3668 -0.0653 -0.372
C 0.6294 0.6488 0.2111 0.3815 -0.2410 -0.0706 1.188
N 1.2425 1.6864 -0.6037 -0.2734 0.0692 0.2161 -0.641
O 0.2507 -0.4320 -0.6337 -0.3562 0.0135 -0.1059 -0.561
C -0.5282 1.1487 1.1009 -0.2255 0.0584 0.0688 -1.051
C -1.6529 0.1640 1.3736 -0.0459 -0.0276 0.0810 -0.071
O -1.1584 -0.9000 2.1612 0.1100 -0.0099 -0.1261 -0.483
H 4.4292 -0.7903 1.6335 0.0411 0.1155 -0.0893 0.328
H 4.3929 0.7945 1.2916 -0.1230 0.0816 0.1860 0.288
H 0.6912 1.8719 -1.4344 0.1002 -0.0545 -0.0091 0.236
H 1.2749 2.5551 -0.0767 0.0858 -0.0612 -0.0133 0.260
H -0.4484 -0.1200 -1.2175 0.1052 0.2885 0.1109 0.263
H -0.9544 2.0541 0.6501 0.0231 -0.1511 0.0469 0.388
H -0.1112 1.4297 2.0733 0.0500 0.0473 -0.1958 0.319
H -2.1031 -0.1906 0.4279 0.1104 -0.0554 0.0951 -0.088
H -2.4503 0.6868 1.9168 0.0449 0.0023 -0.0905 0.347
H -1.5782 -1.7350 1.9420 -0.0762 0.0926 0.0333 0.283
N -2.6343 -1.6165 -2.7402 0.0457 -0.0880 -0.0102 -0.498
H -3.0477 -0.7267 -2.4511 -0.0077 -0.0048 -0.0096 0.375
H -3.2536 -2.0783 -3.4118 -0.0078 -0.0037 0.0092 0.381
H -1.7231 -1.4554 -3.1796 0.0123 -0.0122 0.0090 0.363
H -2.5088 -2.2179 -1.9204 0.0309 0.0029 0.0064 0.372
```
Positions in Å, forces in eV/Å.

[2]
11 unconnected molecules or ions with the total composition C41H53N10O. Source: the OMol25 dataset; level of theory: ωB97M-V/def2-TZVPD.

Its net charge is -1.

```
105
Properties=species:S:1:pos:R:3:forces:R:3:mulliken_charge:R:1
C 8.7980 44.6050 48.1330 -9.3181 0.6589 5.8007 -3.201
O 7.7450 43.6280 48.4000 1.9771 0.3566 -1.2126 0.425
H 9.1610 44.7590 49.0680 2.4749 1.2368 2.0568 1.977
H 8.3440 45.6210 47.8360 -0.6405 -0.3857 1.1550 -0.103
H 9.3010 44.6950 47.3670 6.3911 -1.5069 -7.6740 0.728
N 10.9670 45.4030 52.2150 1.2955 0.2163 0.7007 0.212
C 12.0670 45.5730 53.0170 -1.2067 -0.9624 1.2924 -0.550
C 12.1570 46.9220 53.3020 0.3689 0.9385 -2.1746 -0.589
C 11.2300 47.4860 52.3430 1.0283 -9.1502 1.8397 -1.843
C 10.3470 46.5490 51.8610 1.7249 -1.9761 -0.0600 0.189
H 10.4930 44.5650 52.2480 -0.9726 -2.3380 -0.2983 0.370
H 12.3010 44.6170 53.4990 0.8266 0.7881 0.0154 0.352
H 12.8410 47.6190 53.8490 -0.4818 -1.4219 -0.4354 0.328
H 10.9830 48.3380 52.3020 -2.6073 12.1260 -0.6118 1.095
H 9.4580 46.2520 51.3030 0.0393 1.7112 -0.1713 0.502
N 6.1910 48.2260 45.2200 0.8462 1.1832 0.1960 0.021
C 5.7220 47.7910 46.4590 -0.5581 1.7016 -0.5096 -0.418
C 4.7130 48.7140 46.7200 -1.1279 0.9012 0.6289 0.017
C 4.7010 49.7100 45.5980 -2.5664 1.5818 2.5103 -0.722
C 5.7320 49.4520 44.7560 -0.8652 -0.3577 -0.0528 -0.400
H 6.8870 47.8810 44.6600 2.3134 -1.8337 -0.8117 0.641
H 6.2240 47.0540 47.1600 -0.8413 0.7746 -1.5335 0.314
H 4.0300 48.7580 47.6760 1.5839 -0.1379 -2.2526 0.133
H 3.9310 50.5910 45.5570 1.8149 -1.7704 0.0688 0.226
H 6.1130 50.0870 43.8560 -0.6442 -1.9771 1.7531 0.306
N 9.9690 40.7650 46.1470 -2.1160 -1.7701 -0.6623 0.015
C 10.0330 40.0830 44.8740 2.0418 4.4867 2.7734 -0.450
C 11.0660 40.8270 44.1980 -1.3429 -3.1199 -1.1555 -0.631
C 11.6380 41.7070 45.1800 2.7446 3.7331 -2.0893 -0.367
C 10.8560 41.7930 46.2770 -1.9683 -0.9500 1.6342 -0.267
H 9.1960 40.5350 46.8120 1.1976 0.4496 -0.8354 0.517
H 9.2590 39.3520 44.8140 0.0088 -0.4753 -0.9485 0.436
H 11.2380 40.5520 43.0530 0.3740 1.0394 2.8943 0.211
H 12.4960 42.5250 45.0970 -1.8701 -2.1521 -0.5014 0.280
H 10.6510 42.5280 47.1290 1.0560 -1.2385 -1.3392 0.252
N 9.3950 42.9310 50.7040 0.5412 0.2656 1.3301 0.995
C 8.5290 43.1410 51.7740 -0.6609 -0.3877 -1.8865 -0.426
C 9.0330 42.3240 52.7430 1.5061 -0.0204 1.4738 -0.587
C 10.3720 41.7500 52.3680 -0.6403 0.3588 -1.5660 -0.768
C 10.5260 42.1820 51.0190 -1.6927 -0.0939 0.3995 -0.419
H 9.1770 43.3300 49.8350 -0.2484 0.0803 -1.4454 -0.395
H 7.5050 43.7680 51.6410 2.8667 -1.8136 0.3968 0.128
H 8.5140 42.3230 53.6820 0.3324 -0.5249 0.5580 0.415
H 11.1320 41.0360 52.8600 -1.8100 1.4440 -0.5315 0.316
H 11.1840 41.9450 50.1430 -0.3681 0.1919 1.4433 0.401
N 12.8530 45.6500 43.8870 -4.7936 -2.3735 -1.9201 0.066
C 14.0030 46.3020 43.6420 2.5791 2.2752 -1.0510 -0.382
C 14.5790 46.5900 44.8630 -2.7145 -3.4435 1.9641 -0.591
C 13.7490 45.8030 45.8340 -0.9738 1.2024 -0.1170 -0.362
C 12.5520 45.2920 45.2670 3.8690 1.4368 -0.8977 -0.363
H 12.1210 45.4840 43.1150 1.8105 0.3079 1.7583 0.261
H 14.5230 46.6420 42.5760 -2.2975 -1.1766 2.8155 0.219
H 15.4100 47.0340 45.3310 1.2060 0.6934 -0.7019 0.424
H 13.9970 45.8120 46.8940 -0.1835 -0.1829 -0.2014 0.399
H 11.7230 44.6490 45.7420 1.3911 1.3390 -1.5994 0.278
N 7.8000 45.7370 43.8890 -2.4545 -3.2628 -1.0656 0.090
C 8.7860 46.3580 44.5970 -0.7974 -0.0810 -0.4687 -0.313
C 9.2120 47.4440 43.8960 0.4044 0.2355 -1.4502 -0.181
C 8.5380 47.3870 42.6070 -0.0412 1.4054 -0.9262 -0.771
C 7.5790 46.3310 42.5980 0.6863 -1.0986 1.0231 -0.331
H 7.2680 44.7130 44.1810 2.3469 4.0687 -1.2904 0.583
H 9.1460 46.0350 45.5490 -0.2323 -0.3134 0.3993 0.134
H 10.0000 48.1570 44.2210 -0.8015 -0.6645 -0.4393 0.393
H 8.8380 48.1890 41.8270 -1.0916 -1.7462 1.1045 0.244
H 6.7950 45.7370 41.8170 2.5923 2.2406 2.4303 0.232
N 6.8330 43.8030 45.8280 2.5297 -0.5459 -0.4374 2.055
C 5.5890 44.2170 45.4820 0.3553 1.1368 2.4087 -0.456
C 5.2360 43.6430 44.3270 3.5050 -1.4397 0.2668 -1.345
C 6.3740 42.8480 43.8860 -2.0093 -0.0435 -0.7317 -0.290
C 7.3430 42.9850 44.8020 -1.7537 1.2036 2.0143 -1.245
H 7.4910 44.0830 46.6100 -2.0136 -0.6379 -0.5631 -0.973
H 5.1140 44.9480 46.1390 -0.1823 -0.3902 -0.4097 0.326
H 4.3460 43.7650 43.9090 -3.5116 0.3571 -2.0106 0.740
H 6.3800 42.1810 43.0430 0.1450 0.1063 -0.2401 0.493
H 8.2960 42.6120 44.8830 1.9883 -0.9608 0.0761 0.417
N 10.9100 49.7300 49.3150 0.6113 3.2446 1.4058 0.060
C 9.8630 50.2110 48.6390 -3.9679 0.9133 -0.9593 -0.537
C 9.2430 49.1940 47.9390 2.0656 -1.6953 0.8891 -0.560
C 10.1320 47.9570 48.2750 -2.3800 2.8539 -1.5195 0.580
C 11.1260 48.4200 49.0700 -0.2660 -0.4298 -0.1898 -1.469
H 11.1460 50.4200 50.0440 1.0817 -1.6561 -0.2935 0.295
H 9.3560 51.2340 48.8740 1.5096 -1.9019 -0.5185 0.220
H 8.3730 49.3070 47.2820 0.4330 -0.4030 0.4342 0.399
H 9.9560 46.9820 47.8700 0.3655 -0.1925 -0.0738 0.476
H 12.0610 47.9940 49.3010 0.5634 -0.6878 0.6986 0.499
N 7.6570 40.8330 48.1850 0.4228 4.7143 0.2643 0.370
C 8.3840 39.8880 48.7820 -1.4576 -2.7798 -0.2167 -0.292
C 7.8780 38.6700 48.2480 -1.4029 4.5924 -2.3612 -0.818
C 6.9210 38.9990 47.1220 1.3821 0.7480 1.3920 -0.651
C 6.8780 40.4160 47.1560 -0.6506 -1.7902 0.1290 -0.173
H 7.7570 41.8980 48.4580 -0.2143 -1.4729 -1.0173 -0.302
H 9.1490 40.1000 49.5530 -0.8557 -0.1864 -0.5750 0.305
H 8.3210 37.8180 48.4870 1.3783 -3.9656 0.7750 0.558
H 6.3840 38.3400 46.3720 0.9069 0.8582 1.3399 0.347
H 6.3230 41.1370 46.5460 0.2681 -0.3964 0.4157 0.343
N 5.4030 44.6390 49.0770 -2.2351 2.8488 1.7554 0.504
C 5.3450 45.9740 49.6340 -7.0882 -5.1924 -4.7441 -1.200
C 4.0630 46.4210 49.5500 -2.1704 -5.0841 0.0262 -0.547
C 3.1780 45.1260 49.2470 4.0693 1.6538 -0.9062 -0.833
C 4.1370 44.1660 48.8420 -0.5879 0.9158 0.3839 -0.222
H 6.2750 44.2200 48.8340 1.4641 -0.9372 -0.3622 0.024
H 6.1060 46.3700 49.9980 6.8794 3.6127 2.6693 0.769
H 3.5730 47.3310 49.6900 -0.1369 1.3609 0.7410 0.639
H 2.1090 45.0510 49.2760 -0.1485 0.0510 -0.2989 0.403
H 4.0560 43.1860 48.3170 -0.2027 0.8967 0.8150 0.399
```
Positions in Å, forces in eV/Å.

Record order is preserved below.
Energy above the lowest of the compared OMol25 structures with the same formula, charge and spin: 0.00; 719.06 kJ/mol
Record order is preserved below.
Max |F|: 0.46; 12.42 eV Å⁻¹